# 1
Below is a 7-piece molecular cluster, C33H77O25P4 overall in a non-equilibrium geometry, with properties calculated with the ωB97M-V functional and the def2-TZVPD basis.

Output
* frontier orbital gap (alpha / beta): 10.45 / 7.22 eV
* expectation value of S²: 0.758

```
! wB97M-V def2-TZVPD RIJCOSX def2/J DEFGRID3
* xyz 0 2
O -0.84 -1.00 -0.37
C 0.28 -1.70 -0.52
O 0.64 -2.18 -1.61
O 0.97 -1.88 0.44
H -1.21 -1.29 -1.21
C -2.55 5.71 4.12
C -2.81 4.63 3.09
O -2.35 3.31 3.51
P -0.73 3.02 3.42
O 0.00 3.64 2.27
O -0.22 3.53 4.87
C 1.21 3.71 5.08
C 1.50 4.82 6.14
O -0.53 1.38 3.57
C -0.87 0.63 2.46
C -1.57 -0.61 3.03
H -2.85 5.37 5.11
H -1.46 5.69 4.21
H -3.07 6.65 3.94
H -3.89 4.55 3.04
H -2.29 4.81 2.14
H 1.74 2.78 5.29
H 1.67 4.04 4.15
H 0.88 4.57 7.00
H 2.51 4.92 6.53
H 1.20 5.81 5.79
H -1.53 1.08 1.72
H 0.07 0.49 1.92
H -0.91 -1.31 3.54
H -2.32 -0.25 3.73
H -2.00 -1.10 2.15
C 6.56 -3.43 5.48
C 5.81 -2.24 4.89
O 5.22 -2.60 3.63
P 4.84 -1.59 2.47
O 4.22 -2.23 1.32
O 6.24 -0.83 2.19
C 6.24 0.10 1.19
C 6.56 1.47 1.76
O 3.86 -0.52 3.24
C 2.67 -0.93 3.79
C 2.39 -0.26 5.17
H 7.34 -3.80 4.81
H 7.09 -3.09 6.37
H 5.93 -4.23 5.87
H 5.04 -1.91 5.59
H 6.54 -1.48 4.65
H 7.02 -0.14 0.47
H 5.31 0.28 0.64
H 7.39 1.51 2.46
H 6.64 2.11 0.88
H 5.75 1.93 2.32
H 1.89 -0.73 3.06
H 2.77 -2.01 3.92
H 1.31 -0.41 5.26
H 2.97 -0.61 6.02
H 2.62 0.81 5.16
C -0.72 2.39 -1.98
C -1.98 3.11 -2.31
O -2.03 3.03 -3.67
P -3.05 4.07 -4.40
O -3.27 3.77 -5.83
O -2.50 5.54 -4.03
C -1.14 5.88 -4.16
C -0.77 6.02 -5.62
O -4.43 3.97 -3.55
C -5.33 2.98 -3.75
C -6.45 3.08 -2.75
H -0.81 1.33 -2.21
H 0.17 2.75 -2.49
H -0.41 2.42 -0.94
H -2.81 2.50 -1.96
H -1.90 4.17 -2.07
H -0.88 6.79 -3.63
H -0.55 5.07 -3.72
H -0.58 5.00 -5.93
H -1.56 6.29 -6.32
H 0.09 6.67 -5.81
H -5.71 2.95 -4.77
H -4.89 2.00 -3.57
H -7.11 2.22 -2.69
H -6.00 3.21 -1.76
H -7.08 3.95 -2.97
C -4.30 1.22 0.65
C -4.19 -0.03 -0.21
O -4.24 0.20 -1.61
P -3.89 -1.07 -2.50
O -2.52 -1.60 -2.41
O -4.96 -2.19 -1.97
C -5.05 -3.44 -2.64
C -5.94 -3.50 -3.82
O -4.40 -0.78 -3.98
C -3.44 -0.30 -4.96
C -3.14 -1.49 -5.86
H -3.60 1.99 0.33
H -5.30 1.66 0.58
H -4.08 1.08 1.70
H -3.16 -0.31 0.03
H -4.82 -0.82 0.20
H -4.06 -3.84 -2.85
H -5.58 -4.04 -1.89
H -6.05 -4.51 -4.22
H -6.93 -3.09 -3.61
H -5.50 -2.97 -4.67
H -4.01 0.41 -5.56
H -2.54 0.18 -4.58
H -4.10 -1.87 -6.21
H -2.53 -1.19 -6.72
H -2.59 -2.24 -5.30
C 5.23 -6.95 4.40
C 4.58 -5.97 3.50
O 3.20 -5.78 3.87
C 2.47 -5.04 3.04
O 2.77 -4.69 1.90
O 1.39 -4.67 3.68
C 0.40 -3.84 3.02
H 6.32 -6.87 4.44
H 5.03 -7.98 4.12
H 4.91 -6.90 5.44
H 4.55 -6.35 2.48
H 5.02 -4.98 3.44
H 0.70 -2.79 3.04
H -0.53 -3.91 3.58
H 0.18 -4.06 1.97
C 0.40 -0.03 -5.50
C 0.74 -1.23 -4.69
O 1.52 -2.13 -5.50
C 2.30 -3.15 -4.96
O 2.51 -3.31 -3.76
O 2.82 -3.90 -6.03
C 3.57 -5.08 -5.66
H -0.22 -0.19 -6.38
H 1.35 0.35 -5.87
H 0.09 0.74 -4.79
H -0.17 -1.76 -4.42
H 1.19 -0.84 -3.78
H 3.01 -5.81 -5.08
H 4.52 -4.85 -5.19
H 3.86 -5.68 -6.53
*
```

Atom charges from the Mulliken analysis, given in e for atoms 1 to 99: number 1, O, carries 0.521; number 2, C, carries 0.532; number 3, O, carries -0.471; number 4, O, carries -0.275; number 5, H, carries -0.029; number 6, C, carries -1.070; number 7, C, carries -0.287; number 8, O, carries -0.289; number 9, P, carries 1.099; number 10, O, carries -0.752; number 11, O, carries -0.318; number 12, C, carries 0.187; number 13, C, carries -1.378; number 14, O, carries -0.259; number 15, C, carries 0.639; number 16, C, carries -1.089; number 17, H, carries 0.293; number 18, H, carries 0.191; number 19, H, carries 0.394; number 20, H, carries 0.331; number 21, H, carries 0.351; number 22, H, carries -0.031; number 23, H, carries 0.381; number 24, H, carries 0.299; number 25, H, carries 0.404; number 26, H, carries 0.330; number 27, H, carries -0.224; number 28, H, carries 0.164; number 29, H, carries 0.144; number 30, H, carries 0.419; number 31, H, carries 0.175; number 32, C, carries -1.436; number 33, C, carries 0.125; number 34, O, carries -0.095; number 35, P, carries 0.734; number 36, O, carries -0.674; number 37, O, carries -0.354; number 38, C, carries -0.266; number 39, C, carries -1.212; number 40, O, carries -0.204; number 41, C, carries 0.780; number 42, C, carries -1.234; number 43, H, carries 0.343; number 44, H, carries 0.468; number 45, H, carries 0.286; number 46, H, carries 0.048; number 47, H, carries 0.320; number 48, H, carries 0.393; number 49, H, carries 0.254; number 50, H, carries 0.310; number 51, H, carries 0.404; number 52, H, carries 0.263; number 53, H, carries -0.206; number 54, H, carries 0.035; number 55, H, carries 0.331; number 56, H, carries 0.260; number 57, H, carries 0.165; number 58, C, carries -1.125; number 59, C, carries -0.043; number 60, O, carries 0.057; number 61, P, carries 0.948; number 62, O, carries -0.738; number 63, O, carries -0.413; number 64, C, carries 0.125; number 65, C, carries -1.169; number 66, O, carries -0.416; number 67, C, carries 0.595; number 68, C, carries -1.462; number 69, H, carries -0.030; number 70, H, carries 0.391; number 71, H, carries 0.305; number 72, H, carries -0.098; number 73, H, carries 0.619; number 74, H, carries 0.406; number 75, H, carries -0.013; number 76, H, carries 0.264; number 77, H, carries 0.282; number 78, H, carries 0.375; number 79, H, carries 0.373; number 80, H, carries -0.373; number 81, H, carries 0.384; number 82, H, carries 0.264; number 83, H, carries 0.373; number 84, C, carries -1.338; number 85, C, carries 0.320; number 86, O, carries -0.020; number 87, P, carries 0.897; number 88, O, carries -0.943; number 89, O, carries -0.488; number 90, C, carries -0.249; number 91, C, carries -0.869; number 92, O, carries -0.210; number 93, C, carries 0.301; number 94, C, carries -1.409; number 95, H, carries 0.165; number 96, H, carries 0.413; number 97, H, carries 0.419; number 98, H, carries -0.348; number 99, H, carries 0.442

***

# 2
Below is C85H187F6N7NiO25 as an isolated structure in a non-equilibrium geometry, with properties calculated with the ωB97M-V functional and the def2-TZVPD basis.

Output
* frontier orbital gap: 7.62 eV
* expectation value of S²: 2.003

```
! wB97M-V def2-TZVPD RIJCOSX def2/J DEFGRID3
* xyz 0 3
Ni 2.23 -3.62 0.02
C 4.75 -1.35 0.52
O 4.42 -0.79 1.83
O 4.04 -2.60 0.37
C 4.86 -0.17 -0.58
F 3.88 0.67 -0.58
F 6.01 0.52 -0.37
F 4.88 -0.70 -1.80
C 5.23 0.31 2.35
C 4.77 0.59 3.81
H 3.68 0.54 3.76
H 5.08 -0.10 4.59
H 5.04 1.59 4.15
H 5.37 1.30 1.90
H 6.29 0.05 2.42
H 5.77 -1.62 0.79
C 0.65 -0.75 -0.39
O 0.38 -0.90 0.98
O 1.04 -2.06 -0.88
C -0.51 -0.04 -1.12
F -0.24 1.22 -1.50
F -0.79 -0.64 -2.22
F -1.51 0.23 -0.35
C 0.54 0.18 1.82
C 0.41 -0.27 3.21
H 1.27 -0.89 3.45
H 0.40 0.61 3.86
H -0.53 -0.79 3.42
H -0.20 0.97 1.73
H 1.40 0.82 1.63
H 1.49 -0.07 -0.44
C 5.98 3.15 -5.24
C 5.65 1.73 -4.75
C 4.16 1.74 -4.49
C 3.38 0.42 -4.58
C 3.79 -0.29 -5.90
C 5.31 -0.44 -6.16
N 6.05 0.81 -5.83
O 7.43 0.75 -6.08
C 5.88 -1.61 -5.33
C 5.51 -0.73 -7.65
C 6.45 1.54 -3.47
H 5.52 3.90 -4.59
H 5.51 3.29 -6.21
H 7.04 3.36 -5.38
H 3.94 2.09 -3.48
H 3.66 2.33 -5.26
H 2.30 0.41 -4.44
H 3.67 -0.26 -3.78
H 3.42 0.37 -6.68
H 3.26 -1.24 -5.79
H 5.67 -1.39 -4.29
H 5.30 -2.51 -5.56
H 6.92 -1.88 -5.49
H 5.15 0.14 -8.20
H 6.54 -0.98 -7.88
H 4.86 -1.51 -8.04
H 6.29 0.52 -3.10
H 6.09 2.15 -2.64
H 7.54 1.64 -3.51
H 7.81 0.53 -5.22
C -3.38 -1.13 -7.76
C -2.12 -0.21 -8.06
C -1.78 0.62 -6.80
C -1.02 -0.22 -5.78
C 0.19 -0.93 -6.37
C -0.14 -1.82 -7.60
N -1.07 -1.03 -8.57
O -1.29 -1.67 -9.73
C 1.18 -2.04 -8.31
C -0.74 -3.22 -7.17
C -2.59 0.85 -9.10
H -3.84 -1.55 -8.65
H -4.17 -0.48 -7.40
H -3.18 -1.91 -7.03
H -1.13 1.46 -7.04
H -2.70 1.09 -6.46
H -1.68 -0.93 -5.27
H -0.73 0.38 -4.91
H 0.60 -1.54 -5.56
H 0.98 -0.21 -6.60
H 1.17 -2.86 -9.03
H 1.59 -1.25 -8.94
H 1.95 -2.36 -7.60
H -1.05 -3.80 -8.04
H 0.07 -3.71 -6.64
H -1.51 -3.12 -6.40
H -1.81 1.51 -9.50
H -3.32 1.53 -8.67
H -3.13 0.50 -9.98
H -1.75 -2.45 -9.42
C 1.40 5.94 -3.61
C 0.29 4.93 -3.68
C -0.05 4.69 -2.17
C -1.43 4.13 -1.88
C -2.49 4.96 -2.63
C -2.27 5.05 -4.15
N -0.85 5.57 -4.27
O -0.59 6.05 -5.58
C -2.54 3.72 -4.85
C -3.18 6.18 -4.73
C 0.75 3.73 -4.51
H 2.36 5.60 -3.20
H 1.16 6.85 -3.05
H 1.64 6.37 -4.58
H 0.83 4.16 -1.82
H -0.10 5.67 -1.70
H -1.64 4.10 -0.81
H -1.57 3.08 -2.15
H -2.47 5.96 -2.20
H -3.46 4.49 -2.44
H -3.59 3.52 -4.61
H -2.37 3.77 -5.93
H -2.04 2.86 -4.41
H -3.49 6.10 -5.77
H -4.17 6.11 -4.29
H -2.89 7.19 -4.46
H 0.93 3.88 -5.57
H 0.17 2.81 -4.43
H 1.71 3.44 -4.07
H -0.62 5.21 -6.06
C -7.21 -2.61 -4.79
C -7.22 -2.17 -3.27
C -6.09 -2.89 -2.55
C -4.64 -2.43 -2.88
C -4.44 -0.90 -2.54
C -5.62 -0.04 -3.19
N -7.00 -0.74 -2.94
O -8.00 0.00 -3.29
C -5.61 1.31 -2.44
C -5.31 0.16 -4.69
C -8.49 -2.59 -2.61
H -8.02 -2.02 -5.22
H -7.43 -3.67 -4.89
H -6.30 -2.34 -5.34
H -6.12 -2.83 -1.46
H -6.06 -3.96 -2.79
H -4.48 -2.61 -3.95
H -3.84 -2.88 -2.30
H -3.50 -0.60 -3.02
H -4.14 -0.77 -1.50
H -4.58 1.64 -2.32
H -6.12 2.13 -2.95
H -5.94 1.15 -1.41
H -6.14 0.49 -5.32
H -4.42 0.78 -4.85
H -4.94 -0.78 -5.09
H -8.65 -2.45 -1.54
H -8.84 -3.61 -2.75
H -9.30 -2.02 -3.06
H -8.26 0.26 -2.40
C 2.37 2.80 7.92
C 1.99 1.61 8.79
C 0.41 1.61 8.82
C -0.11 0.42 9.58
C 0.37 -0.91 8.91
C 1.90 -0.95 8.66
N 2.45 0.38 8.17
O 3.79 0.22 8.00
C 2.72 -1.57 9.86
C 2.15 -1.92 7.42
C 2.64 1.80 10.16
H 3.43 2.93 7.73
H 2.27 3.70 8.53
H 1.76 2.84 7.02
H 0.08 2.59 9.16
H -0.06 1.57 7.83
H -1.20 0.44 9.61
H 0.24 0.50 10.61
H -0.09 -1.01 7.93
H 0.00 -1.71 9.55
H 2.52 -2.58 10.21
H 3.75 -1.78 9.57
H 2.80 -0.90 10.72
H 1.55 -2.83 7.51
H 1.82 -1.49 6.47
H 3.18 -2.27 7.41
H 3.70 1.73 9.92
H 2.49 1.07 10.95
H 2.44 2.80 10.55
H 3.93 0.34 7.06
C 1.29 3.62 2.64
C 2.65 4.30 2.26
C 3.20 3.47 1.13
C 4.35 4.06 0.31
C 3.88 5.46 -0.15
C 3.34 6.46 0.96
N 2.32 5.68 1.72
O 1.62 6.45 2.62
C 4.61 6.96 1.68
C 2.70 7.72 0.18
C 3.57 4.31 3.51
H 0.67 4.18 3.35
H 1.47 2.64 3.07
H 0.59 3.50 1.81
H 3.44 2.47 1.49
H 2.46 3.22 0.37
H 4.56 3.41 -0.53
H 5.25 4.13 0.93
H 3.14 5.52 -0.94
H 4.80 5.86 -0.56
H 4.50 7.87 2.26
H 5.05 6.19 2.32
H 5.33 7.33 0.96
H 3.41 8.31 -0.39
H 1.87 7.46 -0.48
H 2.33 8.35 0.99
H 3.38 3.47 4.17
H 3.45 5.23 4.09
H 4.60 4.38 3.17
H 0.71 6.34 2.33
C -2.16 -2.87 5.39
C -3.66 -3.12 5.81
C -4.46 -2.70 4.60
C -5.96 -3.09 4.68
C -6.05 -4.58 5.04
C -5.20 -4.99 6.35
N -3.82 -4.49 6.24
O -3.07 -4.79 7.41
C -5.98 -4.71 7.66
C -5.10 -6.54 6.17
C -3.83 -2.11 6.99
H -1.86 -3.46 4.52
H -1.54 -3.15 6.24
H -1.97 -1.84 5.10
H -4.37 -1.62 4.50
H -3.97 -3.04 3.68
H -6.44 -2.91 3.72
H -6.47 -2.43 5.38
H -5.61 -5.04 4.15
H -7.09 -4.87 5.15
H -6.49 -3.75 7.73
H -6.72 -5.48 7.88
H -5.25 -4.67 8.48
H -6.10 -6.94 6.00
H -4.55 -6.89 5.29
H -4.65 -6.96 7.07
H -4.59 -2.42 7.70
H -4.22 -1.17 6.59
H -2.94 -1.79 7.54
H -2.36 -5.30 7.02
C -2.49 2.62 2.58
C -3.77 3.15 1.98
O -4.78 3.54 2.92
O -1.81 3.54 3.33
H -1.96 2.37 1.66
H -2.73 1.68 3.06
H -4.29 2.35 1.46
H -3.58 3.85 1.17
H -4.78 4.50 2.88
H -2.31 3.78 4.12
C 3.40 -4.30 -2.95
C 2.77 -3.83 -4.27
O 1.89 -4.75 -4.96
O 2.39 -4.53 -1.96
H 4.11 -3.49 -2.76
H 4.11 -5.13 -2.98
H 3.52 -3.49 -4.99
H 2.11 -2.98 -4.10
H 1.02 -4.77 -4.56
H 1.62 -4.97 -2.34
C 0.67 5.40 5.98
C -0.47 4.44 6.48
O -1.81 4.93 6.39
O 0.88 6.43 6.92
H 0.34 5.73 4.99
H 1.62 4.92 5.73
H -0.24 4.15 7.50
H -0.42 3.48 5.97
H -2.20 4.72 7.24
H 0.44 7.24 6.67
C -1.30 -4.57 -2.92
C -0.93 -6.00 -3.28
O 0.20 -6.43 -2.53
O -0.30 -3.59 -3.20
H -1.69 -4.61 -1.90
H -2.24 -4.45 -3.46
H -0.75 -5.93 -4.35
H -1.68 -6.68 -2.89
H 0.65 -7.10 -3.05
H -0.17 -2.97 -2.48
C 2.38 -6.63 0.22
C 0.90 -6.32 0.48
O 0.50 -4.96 0.15
O 3.29 -5.51 0.45
H 2.48 -7.00 -0.80
H 2.62 -7.47 0.87
H 0.82 -6.32 1.57
H 0.18 -7.04 0.09
H -0.43 -4.80 0.28
H 4.22 -5.77 0.46
C 3.40 -3.05 3.89
C 2.17 -3.77 3.44
O 1.71 -3.24 2.20
O 4.61 -3.37 3.23
H 3.71 -3.41 4.88
H 3.23 -2.02 4.19
H 1.40 -3.76 4.22
H 2.38 -4.81 3.20
H 1.21 -2.46 2.44
H 4.52 -2.79 2.46
C -3.47 -4.03 0.95
C -3.22 -2.48 0.77
O -2.45 -1.94 1.87
O -2.29 -4.84 1.05
H -4.16 -4.38 0.19
H -3.96 -4.11 1.93
H -4.13 -1.88 0.72
H -2.59 -2.26 -0.10
H -1.57 -1.62 1.65
H -2.40 -5.19 1.93
*
```

Atom charges from the Mulliken analysis, given in e for atoms 1 to 99: number 1, Ni, carries 3.226; number 2, C, carries -0.544; number 3, O, carries 1.012; number 4, O, carries -1.241; number 5, C, carries -0.014; number 6, F, carries -0.046; number 7, F, carries -0.389; number 8, F, carries -0.433; number 9, C, carries -0.555; number 10, C, carries -1.103; number 11, H, carries -0.106; number 12, H, carries 0.559; number 13, H, carries 0.635; number 14, H, carries -0.029; number 15, H, carries 0.233; number 16, H, carries 0.262; number 17, C, carries 0.291; number 18, O, carries 0.562; number 19, O, carries -0.056; number 20, C, carries 0.095; number 21, F, carries -0.216; number 22, F, carries 0.167; number 23, F, carries -0.113; number 24, C, carries 1.996; number 25, C, carries -0.600; number 26, H, carries -0.644; number 27, H, carries 0.562; number 28, H, carries -0.477; number 29, H, carries -1.042; number 30, H, carries -0.007; number 31, H, carries -0.996; number 32, C, carries -2.176; number 33, C, carries 2.248; number 34, C, carries -1.155; number 35, C, carries 0.589; number 36, C, carries -0.538; number 37, C, carries 2.241; number 38, N, carries 0.202; number 39, O, carries -0.517; number 40, C, carries -1.738; number 41, C, carries -2.067; number 42, C, carries -1.783; number 43, H, carries 0.268; number 44, H, carries 0.526; number 45, H, carries 0.342; number 46, H, carries 0.328; number 47, H, carries 0.349; number 48, H, carries 0.036; number 49, H, carries -0.616; number 50, H, carries 0.575; number 51, H, carries -0.516; number 52, H, carries 0.242; number 53, H, carries 0.462; number 54, H, carries 0.408; number 55, H, carries 0.459; number 56, H, carries 0.400; number 57, H, carries 0.295; number 58, H, carries 0.453; number 59, H, carries 0.238; number 60, H, carries 0.476; number 61, H, carries 0.396; number 62, C, carries -1.722; number 63, C, carries 1.983; number 64, C, carries -1.294; number 65, C, carries 0.835; number 66, C, carries -0.247; number 67, C, carries 1.737; number 68, N, carries 0.247; number 69, O, carries -0.498; number 70, C, carries -1.779; number 71, C, carries -1.506; number 72, C, carries -2.003; number 73, H, carries 0.559; number 74, H, carries 0.329; number 75, H, carries 0.126; number 76, H, carries 0.498; number 77, H, carries 0.052; number 78, H, carries -0.513; number 79, H, carries -0.124; number 80, H, carries -0.133; number 81, H, carries -0.209; number 82, H, carries 0.430; number 83, H, carries 0.417; number 84, H, carries 0.106; number 85, H, carries 0.591; number 86, H, carries 0.366; number 87, H, carries 0.043; number 88, H, carries 0.454; number 89, H, carries 0.342; number 90, H, carries 0.416; number 91, H, carries 0.431; number 92, C, carries -2.206; number 93, C, carries 2.077; number 94, C, carries -0.699; number 95, C, carries 0.808; number 96, C, carries -1.949; number 97, C, carries 2.230; number 98, N, carries 0.143; number 99, O, carries -0.487

***

| no. | calculated total energy (hartree) |
| --- | --- |
| 1 | -4550.29292 |
| 2 | -7722.00607 |